Entry 1:
The following is a DFT calculation (ωB97M-V with the def2-TZVPD basis set) of C14H20N9OPSSn as an isolated structure in a non-equilibrium geometry.

Last column: natural (NBO) charge in e.
CARTESIAN COORDINATES (ANGSTROEM)
Sn1 0.620 1.406 1.350  1.57
N1 3.203 4.121 0.554  -0.37
C1 3.617 2.846 0.754  0.40
N2 4.890 2.441 0.726  -0.20
N3 4.852 1.144 0.918  -0.02
N4 3.621 0.734 1.065  -0.08
N5 2.802 1.788 0.961  -0.56
C2 1.907 4.469 0.483  0.43
N6 1.449 5.722 0.290  -0.18
N7 0.151 5.614 0.295  -0.01
N8 -0.208 4.359 0.489  -0.03
N9 0.880 3.604 0.607  -0.52
H1 3.905 4.851 0.426  0.48
C3 -4.236 2.062 0.638  -0.96
P1 -2.743 1.054 0.851  1.30
C4 -2.947 0.066 2.358  -0.99
C5 -2.578 -0.016 -0.584  -0.34
C6 -2.084 0.504 -1.784  -0.21
C7 -2.047 -0.296 -2.912  -0.19
C8 -2.492 -1.612 -2.840  -0.13
C9 -2.997 -2.122 -1.649  -0.19
C10 -3.021 -1.340 -0.508  -0.21
H2 -5.078 1.365 0.611  0.28
H3 -4.194 2.616 -0.299  0.28
H4 -4.361 2.759 1.467  0.28
H5 -3.954 -0.352 2.409  0.29
H6 -2.816 0.713 3.228  0.28
H7 -2.204 -0.729 2.393  0.27
H8 -1.742 1.532 -1.833  0.23
H9 -1.681 0.107 -3.846  0.25
H10 -2.434 -2.246 -3.715  0.25
H11 -3.392 -3.129 -1.610  0.25
H12 -3.412 -1.748 0.415  0.23
O1 0.845 -0.818 1.006  -1.10
S1 1.924 -1.929 1.122  1.24
C11 1.048 -3.467 0.710  -0.57
C12 2.092 -4.261 -0.061  -0.42
C13 2.669 -3.307 -1.114  -0.42
C14 2.830 -1.925 -0.462  -0.58
H13 0.194 -3.179 0.094  0.24
H14 0.713 -3.948 1.627  0.26
H15 1.655 -5.147 -0.517  0.26
H16 2.881 -4.591 0.619  0.23
H17 1.989 -3.238 -1.962  0.22
H18 3.624 -3.676 -1.479  0.25
H19 2.395 -1.123 -1.057  0.25
H20 3.864 -1.675 -0.235  0.27

As for the maximum force: 0.0256 Eh/bohr. The frontier orbital gap (spin up / spin down) comes out at 6.06 / 6.07 eV. The total energy comes out at -2066.65446 a.u. The relative energy (zero: lowest compared OMol25 entry of this formula, charge and spin) is 0.0 kcal per mole. Its net charge is +2.



Entry 2:
The following is a DFT calculation (ωB97M-V with the def2-TZVPD basis set) of the molecule C14H21BClNO5S in a non-equilibrium geometry.

Last column: natural (NBO) charge in e.
CARTESIAN COORDINATES (ANGSTROEM)
C1 -3.429 2.607 -0.992  -0.63
C2 -3.120 2.734 -2.529  -0.39
C3 -1.657 2.302 -2.937  -0.41
C4 -1.212 0.903 -2.363  -0.42
C5 0.311 0.786 -1.982  -0.46
C6 0.630 -0.710 -1.504  -0.46
C7 0.377 -0.967 0.028  0.07
Cl1 -1.371 -1.471 0.347  -0.06
C8 1.251 -2.219 0.490  -0.83
B1 1.219 -3.435 -0.582  1.18
O1 2.455 -4.160 -0.723  -0.93
O2 0.084 -3.816 -1.311  -0.90
C9 0.620 0.318 0.952  -0.02
C10 0.927 -0.153 2.427  0.22
C11 2.320 -0.129 2.833  -0.27
C12 2.619 -0.606 4.190  -0.16
C13 1.488 -1.065 5.007  -0.27
C14 0.170 -0.988 4.401  0.04
N1 -0.140 -0.561 3.150  -0.43
O3 1.631 1.205 0.438  -0.67
S1 0.924 2.049 -0.813  2.30
O4 1.974 2.799 -1.501  -0.92
O5 -0.079 3.001 -0.360  -0.91
H1 -4.385 3.120 -0.707  0.21
H2 -3.604 1.514 -0.760  0.19
H3 -2.584 2.928 -0.335  0.23
H4 -3.886 2.155 -3.103  0.20
H5 -3.229 3.821 -2.805  0.21
H6 -1.668 2.197 -4.063  0.20
H7 -0.933 3.134 -2.734  0.23
H8 -1.832 0.534 -1.507  0.23
H9 -1.378 0.153 -3.190  0.22
H10 0.891 0.924 -2.935  0.27
H11 1.701 -0.879 -1.804  0.24
H12 -0.079 -1.352 -2.093  0.26
H13 0.855 -2.667 1.446  0.27
H14 2.307 -1.854 0.590  0.25
H15 2.290 -4.990 -0.229  0.49
H16 0.110 -4.792 -1.367  0.49
H17 -0.327 0.925 1.050  0.24
H18 3.182 0.186 2.211  0.25
H19 3.643 -0.668 4.611  0.23
H20 1.619 -1.457 6.035  0.23
H21 -0.684 -1.356 5.025  0.20

As for the maximum force: 0.0852 Eh/bohr. The frontier orbital gap comes out at 9.69 eV. The total energy comes out at -1860.27151 a.u. As for the SMILES: CCCC[C@@H]1C[C@@](Cl)(CB(O)O)[C@@H](c2ccccn2)OS1(=O)=O. Its net charge is 0.